C24H19HgN4OPS2 | ωB97M-V/def2-TZVPD

Output
HOMO energy (spin up / spin down) = -0.1829 / -0.1829 Eh
net charge = -1
LUMO energy (spin up / spin down) = 2.4 / 0.0 eV
frontier orbital gap (spin up / spin down) = 7.4 / 5.0 eV
<S²> = 0.757
largest force on an atom = 0.17 eV/Å
spin multiplicity = 2

Last column: Mulliken charge in e.
Element x y z (Å)
Hg -0.89879 3.63134 0.20413  0.08
N -1.99283 -0.92264 -0.42086  0.21
C -1.14957 -1.61637 -1.24549  0.44
C -1.62570 -2.76655 -1.89369  -0.87
C -0.82820 -3.47956 -2.76560  -0.56
C 0.47583 -3.07353 -3.01554  -0.90
C 0.95969 -1.94374 -2.37538  -0.45
C 0.18011 -1.19876 -1.49162  0.55
P 0.75850 0.37816 -0.76472  0.60
C 2.48838 0.44006 -1.36491  -0.43
C 2.74431 1.21214 -2.49687  -0.16
C 4.02465 1.28975 -3.02754  -0.59
C 5.06809 0.60624 -2.41946  -0.42
C 4.82607 -0.15348 -1.28241  -0.70
C 3.54390 -0.23777 -0.75934  0.03
C 1.00879 -0.04635 0.99817  0.04
C 0.85431 -1.32207 1.52995  0.32
C 0.96119 -1.52866 2.90020  -0.67
C 1.23353 -0.46677 3.74838  -0.54
C 1.41155 0.80763 3.22400  -0.80
C 1.29087 1.01361 1.86075  -0.36
H -2.86157 -1.36288 -0.17534  0.23
H -1.67673 -0.24017 0.25681  -0.09
H -2.64431 -3.08682 -1.70223  0.35
H -1.22869 -4.36062 -3.25281  0.35
H 1.10786 -3.62710 -3.69755  0.39
H 1.97672 -1.62735 -2.56935  0.24
H 1.92961 1.75723 -2.96109  0.42
H 4.20832 1.89127 -3.90935  0.38
H 6.07001 0.67147 -2.82587  0.37
H 5.63901 -0.68289 -0.80019  0.39
H 3.35928 -0.83056 0.12837  0.39
H 0.62851 -2.15607 0.87586  0.39
H 0.81155 -2.52194 3.30563  0.39
H 1.27718 -0.61420 4.81996  0.39
H 1.59360 1.64034 3.89039  0.43
H 1.38902 2.01699 1.45915  0.36
N -2.22696 0.95127 1.89651  -0.34
C -2.29372 0.85027 3.05030  -0.02
C -2.37654 0.71069 4.44134  0.05
C -3.47212 0.01998 5.00202  0.13
N -4.37361 -0.54534 5.45648  -0.55
C -1.36484 1.23802 5.26868  0.22
N -0.53157 1.67184 5.94504  -0.59
C -4.17460 1.87101 -0.61883  -0.46
O -4.30233 2.82566 -1.69808  -0.31
C -3.48464 2.70191 -2.71253  0.35
S -3.53549 3.72261 -4.03473  -0.23
S -2.29729 1.54974 -2.92090  -0.09
H -4.90533 2.17833 0.12192  0.24
H -3.17731 1.89126 -0.18767  0.05
H -4.39769 0.87336 -0.99405  0.32